{"formula": "C20H36IN2O2", "method": "ωB97M-V/def2-TZVPD", "symbols": ["C", "C", "I", "C", "C", "O", "N", "C", "C", "C", "O", "C", "C", "C", "C", "C", "C", "C", "H", "H", "H", "H", "H", "H", "H", "H", "H", "H", "H", "H", "H", "H", "H", "H", "H", "H", "H", "H", "H", "C", "C", "N", "C", "C", "C", "C", "H", "H", "H", "H", "H", "H", "H", "H", "H", "H", "H", "H", "H", "H", "H"], "positions_angstrom": [[3.2234, -0.7117, -3.1370], [4.1588, -0.0590, -2.1179], [5.4467, -1.5830, -1.2629], [3.4762, 0.6168, -0.9202], [2.8423, 2.0082, -1.1532], [1.8792, 2.3599, -0.2320], [3.9747, 3.0289, -0.8571], [3.3526, 4.3826, -1.1722], [2.2675, 4.0786, -2.2191], [2.4438, 2.5476, -2.5475], [3.4615, 2.4962, -3.5426], [1.1994, 2.0202, -3.2580], [-0.0197, 1.6596, -2.4375], [-0.0709, 0.6405, -1.4892], [-1.2374, 0.3444, -0.7934], [-2.4065, 1.0621, -1.0507], [-2.3833, 2.0754, -1.9999], [-1.2021, 2.3682, -2.6774], [3.4537, -1.7538, -3.3070], [2.1819, -0.6194, -2.8522], [3.3586, -0.2145, -4.0943], [4.8502, 0.6257, -2.5886], [2.7778, -0.0839, -0.4716], [4.2550, 0.7613, -0.1718], [1.9385, 1.7804, 0.5371], [4.8027, 2.7985, -1.4077], [4.2971, 2.9892, 0.1089], [3.0243, 4.8562, -0.2605], [4.1761, 4.9606, -1.5813], [1.2937, 4.3372, -1.8279], [2.5308, 4.5741, -3.1420], [4.2586, 2.9729, -3.2953], [0.8960, 2.8290, -3.9158], [1.4648, 1.2021, -3.9186], [0.7981, 0.0360, -1.2769], [-1.2447, -0.4421, -0.0537], [-3.3196, 0.8209, -0.5325], [-3.2807, 2.6264, -2.2269], [-1.2261, 3.1506, -3.4235], [-0.8411, -2.5362, 3.5308], [-2.2862, -2.1068, 3.3209], [-3.0522, -3.0426, 2.5234], [-4.3293, -2.5111, 2.0782], [-5.3828, -2.1701, 3.1384], [-3.0690, -4.4140, 3.0069], [-3.5895, -4.6709, 4.4270], [-0.3519, -2.7358, 2.5754], [-0.2907, -1.7415, 4.0374], [-0.7628, -3.4295, 4.1504], [-2.2762, -1.1472, 2.7941], [-2.7417, -1.9150, 4.3048], [-4.7619, -3.2119, 1.3597], [-4.1203, -1.6016, 1.5032], [-5.8467, -3.0624, 3.5549], [-6.1803, -1.5787, 2.6843], [-4.9680, -1.5815, 3.9572], [-2.0506, -4.8062, 2.9440], [-3.6414, -5.0174, 2.2990], [-3.1867, -3.9597, 5.1494], [-3.2878, -5.6687, 4.7504], [-4.6761, -4.6341, 4.4799]], "e_homo_ev": -9.71, "e_lumo_ev": -3.31, "charge": 1, "mol_weight_g_mol": 463.424, "homo_lumo_gap_ev": 6.399}